C35H100N14O11 | ωB97M-V/def2-TZVPD

LUMO level	0.020	Eh
net charge	0
SMILES	COC[C@H](C)N.COC[C@H](C)N.COC[C@H](C)N.COC[C@H](C)N.COC[C@H](C)N.COC[C@H](C)N.COC[C@H](C)N.COC[C@H](C)N.NC(N)=O.NC(N)=O.NC(N)=O
energy above the lowest of the compared OMol25 structures with the same formula, charge and spin	246.6	kJ/mol

Each line ends with the Löwdin charge.
Atoms and positions in Å:
C  -0.67  -0.48  7.36  -0.081
O  -1.14  -1.73  6.87  -0.161
C  -0.77  -1.97  5.54  -0.210
C  -1.42  -3.34  5.21  -0.435
C  -0.84  -3.96  3.94  -0.058
N  -2.84  -3.44  5.05  0.032
H  0.32  -0.25  6.96  0.087
H  -0.56  -0.48  8.39  0.064
H  -1.29  0.34  7.04  0.069
H  -1.07  -1.18  4.81  0.118
H  0.26  -2.21  5.45  0.083
H  -1.15  -3.95  6.10  0.148
H  -1.46  -3.75  3.06  0.076
H  -0.88  -5.04  4.05  0.077
H  0.19  -3.70  3.79  0.053
H  -3.30  -2.89  5.73  0.052
H  -3.32  -3.15  4.17  0.092
C  3.24  -2.09  5.31  -0.093
O  3.05  -0.69  5.14  -0.231
C  3.82  -0.11  4.05  -0.142
C  2.98  -0.04  2.71  -0.433
C  3.71  0.69  1.61  -0.056
N  1.60  0.23  2.91  0.074
H  4.29  -2.16  5.64  0.097
H  3.06  -2.59  4.37  0.075
H  2.51  -2.47  6.01  0.079
H  3.96  0.91  4.25  0.098
H  4.79  -0.61  4.00  0.125
H  3.06  -1.12  2.31  0.131
H  3.93  1.71  1.70  0.059
H  3.08  0.68  0.67  0.063
H  4.64  0.22  1.28  0.067
H  1.47  1.20  3.06  0.066
H  1.33  -0.27  3.75  0.071
C  -4.62  -0.51  2.05  -0.072
O  -4.61  -1.33  0.87  -0.202
C  -4.13  -0.72  -0.28  -0.252
C  -4.30  -1.60  -1.52  -0.440
C  -5.73  -2.08  -1.67  -0.054
N  -3.43  -2.77  -1.47  0.057
H  -5.22  -1.04  2.78  0.083
H  -4.95  0.50  1.82  0.081
H  -3.60  -0.50  2.47  0.079
H  -4.77  0.22  -0.34  0.120
H  -3.06  -0.31  -0.12  0.127
H  -3.85  -0.98  -2.31  0.115
H  -6.37  -1.17  -1.56  0.087
H  -6.01  -2.77  -0.87  0.084
H  -5.82  -2.66  -2.56  0.067
H  -3.87  -3.51  -0.93  0.079
H  -2.55  -2.57  -1.10  0.022
C  3.72  -6.69  0.63  -0.111
O  4.72  -5.69  0.55  -0.188
C  4.75  -4.92  -0.62  -0.226
C  5.54  -3.65  -0.47  -0.471
C  5.02  -2.66  0.58  -0.049
N  5.66  -3.04  -1.73  0.065
H  2.69  -6.40  0.45  0.083
H  3.71  -7.09  1.66  0.083
H  4.05  -7.57  0.03  0.094
H  5.28  -5.51  -1.43  0.139
H  3.73  -4.86  -1.00  0.113
H  6.41  -4.03  -0.02  0.119
H  4.88  -3.12  1.58  0.089
H  4.10  -2.22  0.23  0.050
H  5.71  -1.80  0.72  0.081
H  5.96  -2.06  -1.65  0.070
H  6.15  -3.52  -2.43  0.062
C  -1.10  -2.01  -5.04  -0.100
O  -0.14  -1.01  -5.18  -0.213
C  1.16  -1.34  -4.75  -0.237
C  2.18  -1.56  -5.90  -0.367
C  3.64  -1.40  -5.40  -0.048
N  1.96  -0.60  -7.03  0.060
H  -0.78  -2.94  -5.50  0.093
H  -2.01  -1.59  -5.45  0.087
H  -1.27  -2.24  -3.97  0.089
H  1.60  -0.59  -4.08  0.078
H  1.16  -2.23  -4.12  0.126
H  1.92  -2.51  -6.22  0.108
H  3.99  -0.45  -5.08  0.053
H  4.34  -1.69  -6.15  0.061
H  3.76  -2.13  -4.54  0.087
H  1.05  -0.82  -7.43  0.075
H  1.95  0.33  -6.77  0.006
C  0.66  -2.36  0.10  -0.005
O  -0.50  -1.63  -0.46  -0.195
C  -0.15  -0.57  -1.28  -0.229
C  0.32  0.61  -0.45  -0.423
C  -0.67  1.21  0.45  -0.063
N  0.79  1.58  -1.45  0.055
H  1.51  -2.18  -0.44  0.042
H  0.35  -3.36  0.31  0.084
H  0.83  -1.86  1.04  0.073
H  0.68  -0.85  -1.98  0.104
H  -1.04  -0.26  -1.93  0.148
H  1.22  0.39  0.19  0.115
H  -0.13  1.98  0.98  0.066
H  -0.93  0.52  1.18  0.046
H  -1.57  1.60  0.01  0.079
H  0.39  1.39  -2.36  0.051
H  0.64  2.55  -1.13  0.066
C  -2.29  4.92  -4.77  -0.121
O  -2.74  3.66  -4.34  -0.251
C  -4.13  3.46  -4.28  -0.220
C  -4.33  2.14  -3.64  -0.418
C  -5.81  1.84  -3.12  -0.040
N  -3.48  2.14  -2.43  0.040
H  -3.04  5.74  -4.46  0.105
H  -2.36  5.17  -5.88  0.103
H  -1.29  5.16  -4.41  0.070
H  -4.52  4.22  -3.60  0.137
H  -4.66  3.50  -5.21  0.131
H  -4.04  1.24  -4.26  0.146
H  -6.58  2.10  -3.85  0.071
H  -6.04  2.32  -2.17  0.068
H  -5.85  0.71  -2.91  0.073
H  -3.54  1.15  -2.07  0.053
H  -2.49  2.29  -2.65  0.058
C  -0.23  5.79  3.93  -0.076
O  -1.31  4.87  3.82  -0.212
C  -0.84  3.57  3.87  -0.265
C  -1.95  2.48  3.92  -0.419
C  -2.94  2.78  5.03  -0.067
N  -1.49  1.07  3.96  0.067
H  0.13  5.77  4.99  0.109
H  -0.61  6.78  3.64  0.097
H  0.53  5.51  3.25  0.067
H  -0.10  3.33  3.08  0.110
H  -0.21  3.42  4.77  0.130
H  -2.57  2.62  2.97  0.145
H  -3.25  3.80  4.90  0.062
H  -2.49  2.69  6.07  0.102
H  -3.83  2.16  4.86  0.076
H  -1.04  0.87  4.87  0.047
H  -0.81  0.84  3.25  0.017
N  -1.20  4.61  -1.34  0.153
C  -0.87  4.61  -0.01  -0.626
N  -2.02  4.85  0.78  0.153
O  0.27  4.37  0.43  -0.019
H  -0.39  4.52  -1.99  0.093
H  -2.13  4.29  -1.60  0.074
H  -2.94  5.10  0.44  0.094
H  -1.90  4.75  1.81  0.083
N  3.98  1.89  -1.39  0.152
C  4.38  0.59  -1.44  -0.717
N  3.41  -0.21  -1.89  0.176
O  5.49  0.15  -1.12  -0.005
H  4.44  2.64  -0.90  0.110
H  2.98  2.10  -1.48  0.069
H  3.51  -1.24  -1.92  0.105
H  2.52  0.30  -1.97  0.048
N  1.77  1.96  -4.46  0.152
C  0.62  2.73  -4.61  -0.618
N  -0.47  2.22  -5.24  0.214
O  0.56  3.79  -3.96  -0.028
H  2.44  2.60  -3.96  0.126
H  2.09  1.51  -5.32  0.077
H  -1.25  2.85  -5.35  0.074
H  -0.63  1.29  -5.45  0.055